DFT (ωB97M-V/def2-TZVPD) results for C41H72BN10O4SiSr as an isolated structure.

Computed properties:
Charge = -1
Highest occupied orbital energy = -6.243 eV
Energy above the lowest of the compared OMol25 structures with the same formula, charge and spin = 5.63 kcal/mol
E = -76180.330 eV
LUMO level = 2.29 eV
Multiplicity = 1

Structure (XYZ):
```
130
Properties=species:S:1:pos:R:3:forces:R:3:lowdin_charge:R:1
C -3.39834 -2.11485 -0.82330 -0.010 0.001 -0.021 -0.220
O 5.13211 4.38237 3.50874 0.001 -0.024 -0.007 0.082
H -2.25524 0.97377 3.76488 0.003 -0.012 -0.007 0.068
H -2.45069 0.47410 -3.27562 -0.017 -0.008 0.007 0.096
H 5.23667 1.20793 3.43224 0.000 -0.001 0.002 0.069
H 7.73698 -0.87253 0.82253 -0.005 0.011 0.001 0.019
C 5.41685 -2.99066 1.63410 -0.015 -0.009 0.019 -0.183
C -5.04137 -0.33846 -0.15849 0.027 0.021 0.006 -0.043
N -1.42277 -2.95119 -0.22158 0.028 -0.034 -0.085 0.119
C -2.55330 1.52342 -3.00323 -0.019 0.004 -0.003 -0.356
N -1.31877 -0.85486 3.35902 0.024 0.006 0.079 -0.163
H -3.04099 -2.26361 -5.55417 0.004 0.004 0.005 0.077
H 2.46869 5.71832 3.28397 -0.001 -0.001 0.005 0.079
H -5.56323 -1.01882 0.51966 0.002 -0.008 -0.002 0.085
C -5.49075 -1.80986 -2.15250 0.005 -0.006 -0.001 -0.062
N -1.98567 1.16723 0.61588 0.015 0.045 -0.011 0.140
H -4.73363 1.47602 -3.07634 0.000 -0.004 0.003 0.071
C -3.04647 -6.27173 0.32050 -0.008 -0.002 -0.001 -0.088
H -2.32359 -4.05579 -3.88099 0.003 0.002 -0.003 0.079
C 1.34052 0.00950 -3.36854 0.025 -0.048 -0.012 -0.291
O 3.21587 2.37327 -0.03068 -0.103 -0.055 -0.038 -0.061
C 6.74901 -0.40161 0.80839 0.036 -0.005 0.007 -0.175
H 4.83458 3.73352 1.13815 0.000 -0.001 -0.011 0.162
H -1.35850 -1.96410 -5.98893 0.001 0.002 0.003 0.075
H -2.08042 -2.21959 1.96671 -0.014 0.039 0.050 0.065
H -2.10673 -0.12647 5.15622 0.000 -0.014 -0.001 0.087
H 6.77851 0.43019 0.09895 -0.007 -0.009 0.003 0.021
C 3.81960 -0.29819 -3.36953 0.011 -0.020 0.002 -0.059
C -1.74135 -1.96689 -3.85044 0.011 0.001 -0.019 -0.355
C -1.43967 -5.14114 1.89595 0.003 -0.013 0.011 -0.072
C 2.66342 0.66880 -3.63439 -0.018 -0.013 0.018 -0.364
H 3.66644 1.75395 -5.21513 -0.004 -0.001 0.001 0.076
H 1.36788 6.00419 4.62865 0.001 -0.005 0.005 0.072
H -4.73997 3.96109 1.21841 0.006 -0.002 0.006 0.076
H 6.10873 -1.67312 -2.06567 -0.006 -0.007 0.014 0.008
H -3.34081 5.00686 0.94662 0.000 -0.001 0.002 0.078
H 4.68717 -3.76932 1.39549 0.006 0.009 0.000 0.021
N 2.11472 2.10250 1.91934 0.054 -0.089 -0.020 0.095
O 1.13695 1.89671 3.94327 0.020 -0.031 -0.032 0.027
C 3.11843 2.60498 1.18065 0.048 -0.008 0.017 -0.579
N -2.07633 -1.85747 -0.68663 -0.017 0.042 0.007 0.027
H -3.38312 -6.36877 -0.71344 0.002 0.000 0.006 0.076
H 3.35090 4.67600 5.40004 0.006 0.002 0.000 0.117
H -4.03670 3.07839 -3.32140 0.002 -0.002 0.000 0.075
H -2.71815 -7.25316 0.66740 0.003 0.001 0.000 0.072
H -6.18908 -1.07226 -2.55439 0.008 0.000 0.007 0.075
H 4.77770 0.19465 -3.55155 -0.007 -0.001 -0.002 0.082
C 2.72527 1.22513 -5.05481 0.004 0.010 -0.001 -0.073
H -3.31394 2.42586 2.57452 -0.006 -0.003 0.007 0.117
C 2.06326 2.31420 3.25617 -0.092 0.083 0.023 -0.469
N -1.90992 0.73897 -0.67347 0.008 0.019 0.032 0.038
H -2.99740 -0.71096 2.11082 0.004 -0.008 0.009 0.067
H -2.57994 -1.70764 -3.20455 -0.011 0.015 0.015 0.103
H 4.65856 2.60787 5.46442 0.003 -0.004 0.001 0.119
H 6.87509 -2.97887 -1.15303 -0.008 0.004 -0.007 0.018
H 0.68911 -0.96392 -5.26603 -0.007 0.009 -0.005 0.107
C -1.51002 3.57545 2.45213 0.014 0.010 0.021 -0.072
C 2.54916 4.19688 4.83526 -0.006 -0.002 -0.010 -0.179
C -3.90127 2.01566 -3.53249 0.013 -0.003 0.006 -0.058
C -0.11622 -0.96281 2.84221 0.058 0.009 -0.096 -0.287
H -3.97818 4.80189 2.57781 0.001 -0.004 -0.004 0.073
C 0.52181 -0.73739 -4.22652 -0.025 0.015 0.017 0.039
C -1.91994 -5.25270 0.44780 0.001 0.012 -0.007 -0.374
H -2.25976 -4.81667 2.54333 0.008 -0.002 -0.007 0.077
H 3.73896 0.29847 3.64414 0.001 0.002 0.000 0.078
H 5.00752 0.20975 4.86266 0.000 0.003 0.002 0.077
H 5.18450 -3.12109 -1.65482 0.004 0.009 0.002 0.024
C -2.95530 2.67987 -0.72646 0.002 0.027 -0.006 0.027
H -3.95485 1.88217 -4.61541 0.006 -0.003 0.004 0.077
N 0.79422 0.06687 -2.16081 -0.027 -0.088 -0.119 0.005
C 1.80162 5.22743 3.99687 0.003 0.000 -0.003 -0.068
C -2.15299 -1.68345 -5.29420 0.000 -0.008 -0.005 -0.060
H -5.05315 -2.36212 -2.98673 -0.001 0.001 0.004 0.076
H 0.98823 4.76088 3.43727 0.006 -0.001 -0.001 0.060
C -2.32887 -3.90292 -0.07673 -0.023 -0.008 0.020 -0.311
H -0.62520 -3.76620 -4.30042 0.000 -0.001 0.002 0.084
H -3.46678 3.56479 -1.06758 0.010 -0.008 0.002 0.103
B -1.17857 -0.60924 -0.87716 -0.029 -0.092 -0.027 -0.531
H -0.44092 1.95045 -3.27667 -0.026 0.030 -0.003 0.065
H -1.07406 -5.59082 -0.15938 -0.003 -0.002 0.001 0.136
H -4.27858 0.19977 0.40456 -0.032 -0.009 -0.005 0.052
H 3.75177 -1.16745 -4.02960 -0.003 0.007 -0.005 0.089
H -1.41306 2.14716 -4.74355 -0.003 0.000 0.002 0.079
N -0.37371 -0.63103 -2.21228 0.001 0.063 0.022 0.038
H -1.07837 -6.10507 2.26282 -0.005 0.007 -0.002 0.073
H -6.06415 -2.51540 -1.54743 -0.004 -0.001 0.001 0.075
C 4.49948 0.88096 4.16896 0.009 -0.009 -0.008 -0.065
H 1.90281 1.91603 -5.24958 0.004 -0.005 0.002 0.075
C -1.60445 0.25199 4.26327 -0.014 0.026 -0.013 -0.028
N 4.11053 3.40258 1.75850 -0.034 0.024 -0.014 0.218
C -3.60276 -3.42872 -0.43995 0.005 -0.017 -0.006 0.026
C 4.22739 3.68721 3.08839 -0.018 0.043 0.006 -0.432
C 3.88876 2.06251 4.91382 -0.001 0.013 0.012 -0.168
Sr 1.88968 0.06924 0.20900 0.411 0.202 0.447 1.438
C -1.40270 2.28970 -3.65995 0.017 -0.004 -0.004 -0.040
H 2.74862 1.50119 -2.92856 0.004 -0.002 0.004 0.134
H 6.40352 -3.45876 1.70551 -0.010 -0.002 0.007 0.018
C -2.48628 1.64083 -1.50533 -0.004 0.002 -0.015 -0.215
H -1.15351 -3.65382 -2.61372 -0.003 0.004 -0.010 0.065
O 3.96728 -0.90662 0.21870 -0.129 -0.082 -0.118 -0.602
C -2.44515 -1.47063 2.66758 -0.021 -0.051 -0.021 -0.030
H 3.14222 1.71038 5.62777 0.000 -0.001 0.003 0.118
H -3.09770 -1.94924 3.40138 -0.001 0.017 0.001 0.091
H -3.90532 -5.97449 0.92834 0.003 -0.002 -0.003 0.077
H -4.53744 -3.96465 -0.43640 0.002 0.002 0.002 0.101
C 3.17590 3.07594 3.99291 0.026 -0.033 0.000 -0.312
H -0.63194 -4.41372 1.97749 0.001 -0.001 0.001 0.072
H -2.37473 -0.62514 -5.44708 0.002 0.000 0.002 0.074
H -0.37578 -0.70661 0.01494 -0.157 0.062 -0.091 0.043
C -3.78433 4.28430 1.63635 -0.006 0.009 0.005 -0.086
Si 5.38944 -1.62322 0.33521 -0.050 0.108 0.003 0.186
H 5.15930 -2.58812 2.61770 -0.001 -0.005 -0.009 0.016
H 6.56291 0.01578 1.80159 0.000 0.004 -0.005 0.003
H -1.49786 3.35793 -3.44988 0.001 -0.003 0.000 0.085
H -0.67900 0.75458 4.53079 0.011 -0.013 0.010 0.069
H -1.66783 4.09740 3.40069 0.000 -0.005 -0.013 0.081
H -5.76128 0.39234 -0.53580 0.002 -0.009 -0.003 0.079
C -2.83977 3.10779 1.86011 0.006 -0.001 -0.026 -0.377
C -2.60928 2.33486 0.59063 -0.013 -0.033 0.021 -0.286
H 2.66993 0.41753 -5.78948 0.001 0.004 0.004 0.074
N 0.94893 -1.10360 2.40797 -0.046 -0.026 -0.020 0.108
C 5.94192 -2.42262 -1.28739 0.015 -0.031 -0.007 -0.188
H -0.83136 2.74077 2.62708 0.007 0.005 -0.012 0.050
H -3.90354 -0.40295 -1.95529 0.003 -0.013 -0.010 0.096
C -0.56106 -1.12521 -3.45161 0.036 -0.042 -0.007 -0.211
H 1.86618 3.72261 5.54080 0.002 0.000 -0.002 0.115
H 3.82331 -0.65359 -2.33726 -0.011 0.018 -0.005 0.047
H -1.01806 4.26506 1.76015 0.000 0.000 0.004 0.088
C -4.41454 -1.12078 -1.31454 -0.001 0.001 0.001 -0.356
C -1.44245 -3.45406 -3.64532 0.008 -0.004 -0.001 -0.041
```
Forces are in eV/Å.